Arrangement a

Molecular formula: C3H3BrO2
Method: DFT, wB97M-V/def2-TZVPD

The geometry in XYZ format:
```
9
C3H3BrO2 wB97M-V/def2-TZVPD
C -3.2131 1.2399 -0.0922
C -0.1324 -0.1166 -0.2392
C -0.4496 0.9375 0.7378
O -3.8547 1.9779 -0.7522
O -0.9296 -0.2075 0.9625
Br -3.5886 -0.5620 0.1954
H -0.6801 -0.1275 -1.1593
H 0.6742 -0.7756 -0.2478
H 0.0981 1.6925 1.4335
```

Output
- lowest unoccupied orbital energy (alpha / beta) (eV) = 0.42 / -0.99
- orbital gap (alpha / beta) (eV) = 9.05 / 6.87

Mulliken atomic charge list, values in e, 5 entries: 0.232 -0.169 -0.172 -0.309 -0.206

Arrangement b

Molecular formula: C3H3BrO2
Method: DFT, wB97M-V/def2-TZVPD

The geometry in XYZ format:
```
9
C3H3BrO2 wB97M-V/def2-TZVPD
C 0.0852 -1.3569 -0.2509
C 0.4152 1.1789 0.0158
C -0.3899 -0.1270 0.3630
O -0.3241 -2.4340 0.0978
O -0.1435 1.0919 -1.2179
Br -2.0374 -0.1880 1.2582
H 0.7561 -1.4057 -1.1756
H 0.2077 2.0505 0.6557
H 1.4308 1.1903 0.2540
```

Output
- lowest unoccupied orbital energy (alpha / beta) (eV) = -1.80 / -1.69
- orbital gap (alpha / beta) (eV) = 8.64 / 8.45

Mulliken atomic charge list, values in e, 5 entries: 0.090 -0.356 0.193 -0.422 -0.449

The structure with the most favorable energy is arrangement b; the runner-up is 1.537 eV above it.